(1)
{"formula": "C24H60Cs2N4O4S", "method": "the ωB97M-V functional and the def2-TZVPD basis", "symbols": ["Cs", "Cs", "S", "O", "O", "O", "O", "C", "C", "N", "C", "C", "C", "C", "H", "H", "H", "H", "H", "H", "H", "H", "H", "H", "H", "H", "H", "H", "H", "C", "C", "N", "C", "C", "C", "C", "H", "H", "H", "H", "H", "H", "H", "H", "H", "H", "H", "H", "H", "H", "H", "C", "C", "N", "C", "C", "C", "C", "H", "H", "H", "H", "H", "H", "H", "H", "H", "H", "H", "H", "H", "H", "H", "C", "C", "N", "C", "C", "C", "C", "H", "H", "H", "H", "H", "H", "H", "H", "H", "H", "H", "H", "H", "H", "H"], "positions_angstrom": [[6.813, -6.114, -4.159], [1.385, -8.466, 0.384], [3.255, -3.012, -0.621], [2.993, -4.046, -1.600], [3.189, -3.581, 0.749], [4.584, -2.507, -0.888], [2.238, -2.031, -0.777], [-0.115, 5.444, -8.034], [-1.210, 4.372, -7.579], [-0.914, 2.960, -7.793], [-2.048, 2.074, -7.220], [-1.690, 0.589, -7.171], [-0.745, 2.765, -9.259], [-2.027, 2.889, -10.152], [-0.275, 5.844, -9.035], [0.883, 5.028, -7.898], [-0.099, 6.304, -7.364], [-1.284, 4.590, -6.514], [-2.086, 4.711, -8.132], [-2.467, 2.426, -6.277], [-2.943, 2.155, -7.837], [-0.889, 0.491, -6.438], [-2.573, 0.069, -6.799], [-1.265, 0.155, -8.077], [-0.056, 1.929, -9.377], [-0.165, 3.571, -9.708], [-2.653, 3.690, -9.758], [-2.561, 1.945, -10.038], [-1.802, 3.138, -11.189], [3.360, 7.803, -1.384], [3.721, 7.092, -0.102], [3.059, 5.809, -0.026], [1.627, 5.932, 0.112], [0.828, 4.593, -0.133], [3.572, 4.964, 1.020], [3.424, 5.477, 2.494], [3.992, 8.690, -1.393], [2.365, 8.249, -1.379], [3.428, 7.315, -2.357], [4.784, 6.874, -0.209], [3.682, 7.691, 0.808], [1.420, 6.307, 1.114], [1.225, 6.548, -0.692], [0.939, 4.298, -1.176], [1.154, 3.795, 0.535], [-0.212, 4.817, 0.104], [4.638, 4.761, 0.909], [3.146, 3.961, 1.015], [2.375, 5.525, 2.787], [3.975, 6.380, 2.760], [3.657, 4.694, 3.215], [-2.985, -5.159, 1.229], [-3.217, -5.449, -0.319], [-3.587, -6.849, -0.652], [-3.402, -7.190, -2.067], [-3.358, -8.703, -2.309], [-4.744, -7.398, 0.015], [-6.162, -6.754, -0.380], [-2.520, -6.035, 1.681], [-3.951, -4.995, 1.707], [-2.265, -4.346, 1.321], [-3.971, -4.806, -0.773], [-2.344, -5.182, -0.914], [-2.463, -6.758, -2.415], [-4.167, -6.661, -2.635], [-3.107, -8.824, -3.363], [-4.281, -9.228, -2.065], [-2.651, -9.282, -1.715], [-4.781, -8.468, -0.189], [-4.556, -7.341, 1.087], [-7.082, -7.131, 0.066], [-6.249, -5.681, -0.211], [-6.271, -6.827, -1.462], [1.840, -0.705, 11.303], [1.709, -1.568, 10.054], [1.498, -0.773, 8.852], [0.108, -0.355, 8.761], [-0.041, 0.811, 7.786], [1.927, -1.505, 7.670], [3.286, -2.217, 7.605], [2.579, 0.097, 11.298], [2.216, -1.402, 12.052], [0.909, -0.257, 11.650], [2.434, -2.378, 9.979], [0.748, -2.078, 10.132], [-0.448, -1.242, 8.458], [-0.237, -0.010, 9.736], [-0.962, 1.387, 7.691], [0.531, 1.621, 8.239], [0.194, 0.650, 6.734], [1.953, -0.688, 6.949], [1.210, -2.241, 7.308], [3.312, -3.255, 7.936], [4.014, -1.585, 8.114], [3.705, -2.197, 6.599]], "mulliken_charge": [0.936, 0.945, 1.152, -0.803, -0.777, -0.762, -0.701, -1.366, -0.327, -0.112, -0.408, -1.222, -0.684, -1.034, 0.305, 0.372, 0.410, 0.458, 0.181, 0.468, 0.291, 0.334, 0.368, 0.279, 0.412, 0.353, 0.267, 0.255, 0.401, -1.343, -0.379, 0.064, -0.358, -1.283, -0.716, -1.095, 0.427, 0.349, 0.310, 0.352, 0.302, 0.313, 0.292, 0.298, 0.348, 0.380, 0.385, 0.344, 0.289, 0.276, 0.445, -1.251, -0.574, 0.049, -0.421, -1.246, -0.683, -1.079, 0.298, 0.277, 0.427, 0.371, 0.479, 0.370, 0.330, 0.392, 0.319, 0.281, 0.344, 0.362, 0.409, 0.286, 0.269, -1.257, -0.529, 0.046, -0.390, -1.361, -0.310, -1.465, 0.305, 0.374, 0.296, 0.430, 0.317, 0.416, 0.323, 0.413, 0.333, 0.329, 0.307, 0.278, 0.352, 0.380, 0.416], "de_lowest_kj_mol": 901.89, "charge": 0, "orbital_gap_ev": 2.2, "e_tot_ev": -51934.1382, "max_force_ha_per_bohr": 0.088}

(2)
{"formula": "H2S", "method": "the ωB97M-V functional and the def2-TZVPD basis", "symbols": ["H", "H", "S"], "positions_angstrom": [[1.044, -0.368, 0.000], [-1.044, -0.223, 0.000], [0.000, 0.591, 0.000]], "mulliken_charge": [0.160, 0.145, -0.305], "de_lowest_kj_mol": 11.10, "charge": 0, "orbital_gap_ev": 10.8, "smiles": "S", "e_tot_ev": -10867.3988, "max_force_ha_per_bohr": 0.036}

(3)
{"formula": "C2H3NO4", "method": "the ωB97M-V functional and the def2-TZVPD basis", "symbols": ["C", "C", "N", "O", "O", "O", "O", "H", "H", "H"], "positions_angstrom": [[-0.701, 0.120, -0.665], [2.340, -0.163, 0.203], [0.906, 1.777, -0.025], [1.988, 0.962, -0.457], [-0.254, 1.131, 0.027], [-1.917, -0.359, -0.423], [3.070, -0.919, -0.274], [-0.023, -0.639, -1.231], [1.771, -0.191, 1.173], [-2.661, 0.227, -0.384]], "mulliken_charge": [0.155, 0.170, -0.084, -0.266, -0.150, -0.443, -0.425, 0.336, 0.359, 0.347], "de_lowest_kj_mol": 664.31, "charge": 0, "orbital_gap_ev": [9.1, 7.8], "e_tot_ev": -11796.4228, "max_force_ha_per_bohr": 0.089}

(4)
{"formula": "C25H49N6PtSe", "method": "the ωB97M-V functional and the def2-TZVPD basis", "symbols": ["Pt", "N", "C", "C", "N", "C", "C", "N", "C", "C", "N", "H", "H", "H", "H", "H", "H", "H", "H", "H", "H", "H", "H", "H", "H", "H", "H", "H", "H", "C", "C", "C", "C", "H", "H", "H", "H", "H", "H", "H", "H", "H", "C", "C", "C", "C", "N", "C", "Se", "N", "C", "C", "C", "C", "C", "C", "C", "C", "C", "C", "H", "H", "H", "H", "H", "H", "H", "H", "H", "H", "H", "H", "H", "H", "H", "H", "H", "H", "H", "H", "H", "H"], "positions_angstrom": [[-0.138, -0.274, -0.284], [-1.730, -1.619, -0.570], [-1.225, -2.924, -1.104], [0.156, -3.176, -0.505], [1.049, -2.010, -0.810], [1.366, -2.023, -2.278], [1.812, -0.669, -2.773], [0.784, 0.322, -2.373], [2.333, -1.969, -0.035], [2.249, -0.939, 1.067], [1.677, 0.344, 0.527], [-2.050, -1.807, 0.379], [-2.552, -1.267, -1.063], [-1.207, -2.865, -2.186], [-1.915, -3.725, -0.839], [0.581, -4.099, -0.906], [0.093, -3.282, 0.580], [0.466, -2.286, -2.823], [2.103, -2.806, -2.470], [1.951, -0.706, -3.854], [2.769, -0.362, -2.350], [0.065, 0.434, -3.083], [1.212, 1.240, -2.288], [3.130, -1.701, -0.727], [2.581, -2.955, 0.360], [3.219, -0.766, 1.534], [1.565, -1.272, 1.844], [2.329, 0.806, -0.105], [1.550, 0.977, 1.316], [0.691, 0.712, 3.464], [-0.699, 0.680, 2.817], [-1.746, 0.345, 3.897], [-0.951, -0.362, 1.716], [0.606, 1.073, 4.488], [1.385, 1.417, 2.995], [1.149, -0.276, 3.534], [-0.939, 1.671, 2.429], [-1.555, -0.633, 4.343], [-2.763, 0.353, 3.503], [-1.693, 1.088, 4.693], [-2.028, -0.364, 1.538], [-0.669, -1.359, 2.075], [-5.091, 0.346, -1.698], [-4.899, 1.670, -2.432], [-4.076, 1.544, -3.711], [-2.614, 1.167, -3.489], [-1.792, 2.309, -3.055], [-1.344, 2.602, -1.820], [-1.742, 1.633, -0.237], [-0.689, 3.773, -1.852], [-0.170, 4.551, -0.711], [-1.050, 5.747, -0.363], [-2.476, 5.391, 0.072], [-3.472, 5.278, -1.081], [-0.712, 4.259, -3.153], [-0.175, 5.421, -3.713], [-0.379, 5.597, -5.061], [-1.088, 4.655, -5.837], [-1.614, 3.508, -5.288], [-1.412, 3.332, -3.917], [-5.860, 0.431, -0.931], [-4.175, 0.026, -1.189], [-5.404, -0.442, -2.386], [-4.463, 2.424, -1.767], [-5.880, 2.058, -2.708], [-4.113, 2.472, -4.285], [-4.520, 0.775, -4.348], [-2.164, 0.804, -4.416], [-2.519, 0.389, -2.730], [0.839, 4.867, -0.977], [-0.106, 3.865, 0.133], [-1.085, 6.439, -1.207], [-0.527, 6.276, 0.436], [-2.829, 6.165, 0.753], [-2.461, 4.468, 0.663], [-3.530, 6.219, -1.630], [-4.472, 5.056, -0.711], [-3.207, 4.501, -1.804], [0.367, 6.149, -3.126], [0.011, 6.483, -5.543], [-1.224, 4.844, -6.893], [-2.163, 2.799, -5.891]], "mulliken_charge": [4.485, -0.825, -0.864, -0.830, -0.742, -0.713, -0.956, -0.719, -0.932, -0.627, -0.621, 0.432, 0.049, 0.439, 0.546, 0.483, 0.483, 0.367, 0.404, 0.570, 0.353, 0.110, 0.215, 0.408, 0.463, 0.550, 0.212, 0.428, -0.256, -1.782, 1.553, -1.701, -2.363, 0.486, 0.482, 0.304, -0.212, 0.404, 0.419, 0.469, 0.973, 0.744, -0.910, 0.150, -0.863, -0.693, 1.806, -1.651, -0.328, 0.960, -1.005, -0.559, -0.299, -0.839, 0.867, -1.132, -0.827, -0.850, -1.057, 0.733, 0.450, -0.123, 0.327, -0.239, 0.433, 0.451, 0.460, 0.652, -0.356, 0.473, 0.295, 0.348, 0.485, 0.446, -0.002, 0.384, 0.385, -0.014, 0.494, 0.462, 0.470, 0.531], "de_lowest_kj_mol": 0.00, "charge": 3, "orbital_gap_ev": 6.9, "e_tot_ev": -104230.4132, "max_force_ha_per_bohr": 0.010}